# 1
Density functional theory data (ωB97M-V with the def2-TZVPD basis set) for a cluster of 9 separate species, C20H53F4N8O15S4 in total at a distorted geometry.

Each line ends with the Löwdin spin population.
Atoms and positions in Å:
C1 -1.230 0.374 0.476  0.00
C2 -0.430 -0.045 -0.805  0.00
O1 -0.994 -1.234 -1.336  0.00
H1 -0.804 1.365 0.635  0.00
H2 -0.944 -0.193 1.362  0.00
H3 -2.316 0.344 0.388  0.00
H4 0.609 -0.322 -0.622  0.00
H5 -0.228 0.832 -1.419  0.00
C3 1.309 0.458 3.663  0.08
C4 2.083 1.334 4.535  0.41
O2 1.770 2.550 4.680  0.33
N1 3.310 0.746 5.209  0.05
H6 3.834 0.160 4.576  0.01
H7 3.895 1.562 5.319  0.00
C5 2.922 -0.003 6.515  0.04
H8 1.774 -0.444 3.265  0.00
H9 1.000 0.969 2.751  0.01
H10 0.349 0.170 4.093  0.03
H11 2.274 -0.810 6.172  0.00
H12 2.444 0.643 7.251  0.00
H13 3.761 -0.552 6.942  0.01
C6 -3.969 -2.197 -0.607  0.00
C7 -4.537 -1.135 -1.508  0.00
O3 -5.681 -0.662 -1.353  0.00
N2 -3.509 -0.530 -2.493  0.00
H14 -2.598 -0.751 -2.116  0.00
H15 -3.463 -1.041 -3.362  0.00
C8 -3.658 0.976 -2.607  0.00
H16 -3.080 -1.814 -0.107  0.00
H17 -3.893 -3.077 -1.246  0.00
H18 -4.594 -2.479 0.240  0.00
H19 -4.420 1.305 -3.313  0.00
H20 -2.696 1.445 -2.816  0.00
H21 -3.855 1.401 -1.622  0.00
C9 1.341 4.117 1.910  0.00
C10 1.295 5.469 2.701  0.00
O4 2.260 6.202 2.716  0.00
N3 0.117 5.762 3.654  0.00
H22 -0.287 6.646 3.382  0.00
H23 -0.769 5.306 3.489  0.00
C11 0.547 5.504 5.117  0.00
H24 2.228 3.526 2.139  0.00
H25 1.246 4.163 0.825  0.00
H26 0.638 3.318 2.145  0.00
H27 1.518 5.964 5.301  0.00
H28 0.514 4.454 5.407  0.00
H29 -0.236 6.088 5.601  0.00
C12 -2.019 -3.555 1.713  0.00
C13 -1.314 -4.285 0.541  0.00
O5 -1.776 -5.278 -0.034  0.00
N4 0.129 -3.778 0.160  0.00
H30 0.363 -4.319 -0.660  0.00
H31 0.080 -2.847 -0.230  0.00
C14 1.027 -3.990 1.319  0.00
H32 -1.647 -3.961 2.653  0.00
H33 -3.088 -3.717 1.850  0.00
H34 -1.746 -2.500 1.746  0.00
H35 0.780 -4.944 1.786  0.00
H36 0.997 -3.081 1.921  0.00
H37 2.047 -4.011 0.935  0.00
C15 -1.758 -4.666 -4.454  0.00
C16 -1.674 -3.174 -4.504  0.00
O6 -2.617 -2.423 -4.695  0.00
N5 -0.407 -2.541 -3.872  0.00
H38 -0.609 -1.910 -3.110  0.00
H39 0.150 -3.188 -3.333  0.00
C17 0.445 -1.979 -5.045  0.00
H40 -2.672 -4.954 -4.973  0.00
H41 -1.731 -5.031 -3.427  0.00
H42 -0.915 -5.136 -4.962  0.00
H43 1.181 -1.497 -4.402  0.00
H44 -0.137 -1.121 -5.382  0.00
H45 0.761 -2.813 -5.672  0.00
C18 2.892 1.632 -2.168  0.00
C19 2.749 1.634 -3.749  0.00
O7 2.719 0.615 -4.437  0.00
N6 2.862 3.053 -4.419  0.00
H46 2.002 3.515 -4.161  0.00
H47 3.613 3.580 -3.996  0.00
C20 3.018 2.948 -5.949  0.00
H48 3.113 2.559 -1.639  0.00
H49 3.508 0.869 -1.691  0.00
H50 1.918 1.500 -1.698  0.00
H51 2.318 2.297 -6.473  0.00
H52 4.056 2.626 -6.024  0.00
H53 3.039 3.879 -6.515  0.00
N7 1.255 -4.186 -2.293  0.00
S1 1.552 -5.560 -2.734  0.00
O8 2.512 -6.415 -2.061  0.00
O9 1.196 -5.960 -4.090  0.00
F1 0.242 -6.147 -2.081  0.00
S2 2.834 -3.614 -2.338  0.00
O10 3.492 -3.632 -3.631  0.00
O11 3.636 -3.840 -1.111  0.00
F2 2.405 -2.074 -2.215  0.00
N8 -2.309 4.748 3.400  0.00
S3 -2.520 3.209 2.994  0.00
O12 -3.864 2.751 2.627  0.00
O13 -1.538 2.296 3.486  0.00
F3 -1.783 3.530 1.494  0.00
S4 -3.322 4.572 4.746  0.00
O14 -2.592 3.856 5.838  0.00
O15 -4.773 4.526 4.681  0.00
F4 -2.924 6.071 5.212  0.00

The calculation puts the lowest unoccupied orbital energy (spin up / spin down) at -6.35 / -6.35 eV. As for the expectation value of S²: 0.75. The HOMO energy (spin up / spin down) is -8.74 / -12.87 eV. The total charge is +2. Its multiplicity is 2.

***

# 2
Density functional theory data (ωB97M-V with the def2-TZVPD basis set) for a cluster of 6 separate species, C20H54N2O10 in total at a distorted geometry.

Each line ends with the Löwdin charge.
Atoms and positions in Å:
C1 -1.079 -1.224 6.611  -0.06
O1 -1.195 -1.457 5.184  -0.20
C2 -2.138 -0.656 4.525  -0.24
C3 -2.143 -0.992 3.062  -0.24
N1 -3.355 -0.450 2.579  -0.07
C4 -3.479 -0.697 1.196  -0.23
C5 -4.718 0.035 0.802  -0.45
O2 -5.230 -0.023 -0.282  -0.13
C6 -4.437 0.699 -1.352  0.02
H1 -0.879 -0.189 6.773  0.07
H2 -0.284 -1.722 7.034  0.06
H3 -2.063 -1.451 6.940  0.08
H4 -1.940 0.431 4.583  0.12
H5 -3.176 -0.721 4.913  0.13
H6 -2.302 -2.078 2.845  0.15
H7 -1.216 -0.698 2.653  0.07
H8 -3.077 0.571 2.570  0.09
H9 -3.504 -1.747 0.999  0.12
H10 -2.565 -0.372 0.673  0.11
H11 -4.581 1.078 1.062  0.11
H12 -5.604 -0.410 1.393  0.17
H13 -5.065 0.647 -2.276  0.10
H14 -3.580 0.062 -1.514  0.07
H15 -4.341 1.770 -1.089  0.09
C7 1.584 -4.917 -3.950  -0.11
O3 0.658 -4.466 -2.978  -0.19
C8 0.950 -3.106 -2.580  -0.19
C9 0.793 -3.047 -1.054  -0.15
N2 1.129 -1.699 -0.597  -0.07
C10 0.746 -1.327 0.738  -0.18
C11 1.111 0.087 1.195  -0.33
O4 0.811 0.543 2.328  -0.15
C12 1.096 -0.311 3.457  -0.04
H16 1.610 -4.102 -4.766  0.12
H17 1.315 -5.829 -4.301  0.04
H18 2.614 -5.058 -3.570  0.09
H19 0.168 -2.613 -3.114  0.12
H20 1.992 -2.789 -2.836  0.10
H21 1.617 -3.694 -0.587  0.15
H22 -0.180 -3.368 -0.809  0.11
H23 2.083 -1.384 -0.754  0.08
H24 1.283 -2.031 1.336  0.10
H25 -0.204 -1.636 1.047  0.10
H26 0.368 0.597 0.619  0.09
H27 2.104 0.550 0.978  0.14
H28 0.805 0.067 4.454  0.10
H29 2.188 -0.322 3.604  0.10
H30 0.801 -1.287 3.262  0.06
C13 3.476 3.128 -2.392  -0.08
C14 3.066 2.722 -1.042  -0.38
O5 2.149 3.688 -0.627  -0.07
H31 4.326 2.570 -2.695  0.05
H32 3.721 4.189 -2.374  0.09
H33 2.480 2.972 -2.998  0.12
H34 3.962 2.563 -0.353  0.14
H35 2.586 1.726 -1.050  0.09
H36 2.361 3.830 0.307  0.12
C15 -2.254 4.006 0.687  -0.06
C16 -2.057 2.630 1.103  -0.42
O6 -2.719 2.228 2.183  -0.08
H37 -2.110 4.684 1.583  0.10
H38 -3.202 4.358 0.411  0.06
H39 -1.476 4.319 -0.080  0.11
H40 -1.038 2.380 1.284  0.10
H41 -2.251 1.798 0.357  0.12
H42 -2.610 2.812 2.998  0.16
C17 -0.466 1.786 -1.893  -0.31
C18 -0.310 0.547 -2.605  -0.24
O7 -1.106 -0.356 -1.870  -0.07
O8 0.229 2.863 -2.379  -0.06
H43 -0.014 1.746 -0.853  0.12
H44 -1.492 1.967 -1.691  0.10
H45 0.660 0.147 -2.646  0.08
H46 -0.649 0.715 -3.621  0.13
H47 -0.471 -0.927 -1.411  0.03
H48 0.918 3.132 -1.722  0.04
C19 3.472 -0.463 -3.364  -0.24
C20 4.048 -1.035 -2.199  -0.28
O9 3.686 -0.309 -1.075  -0.10
O10 3.461 -1.541 -4.310  -0.08
H49 4.025 0.400 -3.711  0.12
H50 2.445 -0.111 -3.341  0.11
H51 5.145 -1.032 -2.245  0.15
H52 3.651 -1.925 -1.840  0.10
H53 4.487 0.189 -0.834  0.11
H54 4.381 -1.658 -4.700  0.13

The calculation puts the lowest unoccupied orbital energy at 0.04 eV. The HOMO energy is -8.37 eV. The energy relative to the best compared isomer or geometry (same formula, charge and spin) is 68.0 kcal/mol. As for the SMILES: COCCNCCOC.COCCNCCOC.OCCO.OCCO.CCO.CCO.

***

| no. | E_tot (eV) |
| --- | --- |
| 1 | -118416.22832 |
| 2 | -45059.27861 |